Record 1
82
Properties=species:S:1:pos:R:3 method="wB97M-V/def2-TZVPD" charge=-2 mol_weight_g_mol=755.212 e_tot_ha=-2589.15198 max_force_ev_per_a=0.23 lumo_energy_ev=3.73 homo_ev=-1.238
Rb -0.61122 0.49644 -0.80624
S 1.31757 1.09076 -4.32241
O -4.48306 4.67260 4.63968
O 0.01798 1.72773 -4.35361
O -2.10340 2.62693 0.77299
O -3.31128 1.07689 -0.32376
O 1.71613 0.35360 -5.50590
O -5.88242 3.48797 5.75614
N -5.12321 3.65402 4.81361
N -0.48027 -1.73756 1.14358
N 1.29160 0.28481 1.64783
N -1.98154 -2.19924 -1.14795
N 2.18856 -1.17778 -1.44447
N 3.63962 -0.35404 -3.15977
N 5.21183 5.58089 -3.71964
N 1.36426 0.27266 -2.97642
C 0.68760 -2.07497 1.71435
C 4.28572 4.52902 -3.89130
C -2.44361 -2.68610 0.10202
C 4.61813 3.41595 -4.65648
C -4.00426 1.69677 1.83999
C -2.04405 -3.07571 2.45247
C 0.28970 0.83181 2.55186
C 2.15376 3.52468 -3.39821
C -5.73253 1.41170 4.02486
C -1.59437 -2.52117 1.24075
C 1.09276 -3.39797 2.02019
C 3.30855 -2.69457 2.67050
C 2.49138 2.41918 -4.16797
C 2.37108 -3.69535 2.47350
C -3.28866 -3.67646 2.57806
C 2.43440 -0.43055 -2.54999
C 2.35398 1.22336 1.38715
C -0.77605 -2.85850 -1.63975
C -2.97135 -2.03617 -2.18550
C 4.61725 -1.07367 -2.62732
C -4.13088 -3.76700 1.48150
C -5.60015 0.38907 3.10116
C -4.98063 2.56187 3.83637
C 3.18618 -1.88535 -0.95286
C 2.93075 -1.37308 2.40489
C 1.66905 -1.05014 1.94460
C 3.72594 2.36243 -4.79078
C -3.05162 1.82120 0.64449
C -3.68948 -3.27908 0.25076
C -4.10502 2.71668 2.77630
C 3.04665 4.57409 -3.25650
C 4.46051 -1.87915 -1.51494
C -4.75325 0.53831 2.00863
H 5.27010 -2.45875 -1.09486
H 4.76711 6.46116 -3.50709
H 4.30891 -2.92193 3.01867
H -3.80220 -1.43431 -1.81543
H 0.71882 1.05752 3.54315
H -0.03203 -2.89919 -0.84877
H 3.65292 -0.57920 2.55737
H -0.99250 -3.88079 -1.99482
H -0.13877 1.74544 2.13209
H 2.96750 -2.47034 -0.06303
H 2.63591 -4.73171 2.66110
H 3.05913 0.80429 0.66810
H 5.58854 3.37598 -5.14089
H -2.51828 -1.50417 -3.02461
H -3.49742 3.60238 2.66314
H 0.38564 -4.20086 1.84766
H -3.36229 -2.99478 -2.57311
H -0.52146 0.11409 2.66463
H 3.97019 1.48526 -5.37311
H -6.15595 -0.53028 3.23501
H -6.38872 1.33299 4.87837
H -3.60927 -4.05206 3.54444
H 2.77907 5.43523 -2.65353
H 5.58194 -1.00078 -3.12675
H 1.92650 2.13631 0.96374
H 1.17918 3.56304 -2.92895
H -0.35545 -2.27908 -2.46418
H 2.91365 1.51976 2.29406
H -4.63866 -0.24816 1.27293
H -4.33983 -3.37271 -0.61021
H 5.83869 5.68590 -4.50294
H -5.11392 -4.21477 1.56966
H -1.40568 -2.96327 3.32175


Record 2
9
Properties=species:S:1:pos:R:3 method="wB97M-V/def2-TZVPD" mol_weight_g_mol=98.061 e_tot_ha=-375.30215 max_force_ev_per_a=1.18 lumo_energy_ev="-0.98 / -0.98" homo_ev="-9.936 / -9.937"
O -2.64376 0.27508 -0.03321
O 0.15922 -1.38290 -0.22006
N 0.56266 0.67715 -0.99992
N 0.84863 -0.67293 0.77798
C -0.34561 -0.37692 -0.99065
C 1.27872 0.42687 0.05874
C -1.50568 0.05593 -0.07593
H 2.04862 1.07647 0.45857
H -0.40279 -0.07873 1.02450


Record 3
56
Properties=species:S:1:pos:R:3 method="wB97M-V/def2-TZVPD" mol_weight_g_mol=537.201 e_tot_ha=-3080.81406 spin_multiplicity=4 max_force_ev_per_a=1.12 lumo_energy_ev="0.04 / 0.01" homo_ev="-7.319 / -7.350" s2=3.761
Sb -0.08445 -1.41374 -0.04981
Co 0.14158 1.18382 -0.02366
S -0.05267 3.43636 0.04389
O -2.82881 0.16388 -1.47516
O 1.99538 1.18977 0.03174
O -2.24340 1.43104 0.26618
O 4.17619 1.51948 -0.05613
N -4.64664 2.31157 0.78641
C 1.58972 5.54376 0.04506
C 2.14892 -1.63256 -2.06221
C -4.56096 1.41645 -0.36611
C 4.00180 4.23727 0.00103
C -2.43666 -2.48349 1.54567
C 1.30064 -2.25634 1.34826
C 0.71865 -2.15919 -1.88742
C 3.98750 5.61670 0.01063
C 1.29523 -3.78185 1.40548
C 2.82692 3.47608 0.01391
C 2.76389 6.27338 0.03262
C 1.58448 4.14071 0.03614
C -1.88280 -2.56808 0.11619
C 1.10586 -1.61789 2.72856
C -1.72922 -4.01007 -0.37327
C 3.05197 1.97592 -0.00724
C -3.14162 0.92909 -0.60493
C -0.19931 -1.73570 -3.04155
H -5.18866 0.53397 -0.27369
H -3.44312 -2.91636 1.59213
H 0.13750 -1.88548 3.16547
H 0.17560 -2.13988 -3.98845
H -2.74715 2.05794 0.83630
H -1.34018 -4.06174 -1.39424
H -4.86042 1.92678 -1.27784
H -1.06857 -4.59677 0.26781
H 2.13411 -4.13028 2.01867
H 0.73165 -3.24602 -1.80579
H -0.23501 -0.64607 -3.13788
H -1.81090 -3.04357 2.24997
H 4.93696 3.69169 -0.01734
H 0.37871 -4.16102 1.86764
H 2.72229 7.35846 0.03812
H 2.25415 -1.90916 0.94413
H 2.55407 -1.97538 -3.02128
H 2.82410 -1.97726 -1.27597
H 4.91749 6.17635 -0.00042
H 1.88317 -1.96438 3.41857
H 1.39466 -4.24333 0.41861
H -2.70969 -4.50112 -0.37201
H 0.63285 6.05579 0.06057
H 1.16945 -0.52819 2.68684
H -5.12413 3.17449 0.57879
H 2.18709 -0.53951 -2.05670
H -2.56103 -2.04322 -0.56212
H -2.49836 -1.45401 1.91188
H -5.09793 1.88020 1.57741
H -1.23088 -2.07928 -2.91351


Record 4
43
Properties=species:S:1:pos:R:3 method="wB97M-V/def2-TZVPD" charge=-1 mol_weight_g_mol=280.247 e_tot_ha=-1125.76675 max_force_ev_per_a=1.22 lumo_energy_ev=2.55 homo_ev=-6.272
O 1.10314 2.98735 -1.16397
O -1.18962 -2.85525 2.31211
O -0.74563 -1.28217 0.13290
O -0.43783 -3.67758 -1.57548
O -3.11706 -0.01976 0.49833
O 1.42221 1.01994 -2.14751
O -0.84769 -1.19541 -3.43055
O -2.06752 -0.40735 3.12765
O 3.90886 0.98568 -0.57832
O -1.44862 3.59015 -2.33007
O 1.94627 -3.85939 -0.16213
O 1.12323 3.93984 1.38038
N -0.94900 1.72897 0.55927
C 1.07900 -0.20168 1.26112
C 0.84724 1.76731 -1.31792
C -0.28879 1.04016 -0.52902
C 0.30038 -0.29887 -0.06881
H -1.11083 -2.25957 1.53195
H -0.99549 0.79208 -1.33218
H -0.56366 -3.57598 2.24447
H 2.06662 3.77750 1.41695
H -0.36716 -0.44440 -3.04401
H 0.90603 -0.72999 -0.85392
H -1.57036 -0.09626 3.88333
H -0.60132 2.64125 0.81169
H 0.53683 -0.64230 2.09320
H 2.67172 -3.55301 -0.70993
H -1.84752 2.96460 -1.73122
H -0.23028 -1.89657 -3.18107
H 3.15787 0.98178 -1.18930
H -0.42844 -3.94131 -0.65573
H -0.94205 1.16304 1.39046
H -2.68628 -0.20926 1.34869
H -0.49887 3.49571 -2.12391
H 1.24576 0.83503 1.55915
H -1.95869 -1.36740 3.00573
H -1.63404 -0.92824 0.03365
H -2.96840 0.93619 0.46035
H 0.83904 3.73881 0.46554
H 4.13398 1.91792 -0.55380
H 2.07393 -0.61511 1.13457
H 1.16678 -3.33226 -0.39388
H -1.03374 -2.91419 -1.57872


Record 5
16
Properties=species:S:1:pos:R:3 method="wB97M-V/def2-TZVPD" charge=+1 mol_weight_g_mol=151.642 e_tot_ha=-1124.74927 max_force_ev_per_a=3.91 lumo_energy_ev=-3.78 homo_ev=-12.560
Cl -0.21600 2.15416 1.00410
S 1.84399 -0.03270 1.05381
N -0.86126 1.57400 -1.81887
N -0.78712 -0.38814 1.05060
C 1.14536 -1.62076 1.54867
C 0.15290 0.50807 0.65969
C -0.28217 -1.44688 1.50175
C -0.09982 0.36734 -1.51299
H -1.84928 1.37228 -2.06539
H 0.93832 0.15672 -1.82406
H -0.60529 2.31743 -2.43593
H 1.50900 -2.39214 0.83564
H -0.83792 2.08083 -0.89808
H -0.53936 -0.60842 -1.55593
H 1.51897 -1.84445 2.68168
H -1.03031 -2.19734 1.77533


Record 6
28
Properties=species:S:1:pos:R:3 method="wB97M-V/def2-TZVPD" mol_weight_g_mol=166.138 e_tot_ha=-690.83788 max_force_ev_per_a=0.85 lumo_energy_ev=0.04 homo_ev=-10.362
O -1.11218 -1.97325 2.18134
O -2.93784 1.74516 1.81191
O -0.69517 0.67402 2.85590
O 2.17540 0.63306 -1.98658
O -3.28546 -0.98103 -2.10050
O -0.68060 0.36101 -2.70926
O 1.82055 -1.91694 2.22201
O 2.84807 2.73545 -0.13517
O 1.96828 -2.12961 -1.74100
He 0.16371 0.11834 0.04206
H -2.37171 -0.70032 -2.15036
H -3.33524 1.53024 0.96804
H -1.31823 -2.46943 2.97354
H 2.28222 1.22169 -1.23937
H -3.39611 1.18870 2.44165
H -3.71384 -0.31042 -1.56850
H 2.05325 3.24404 -0.29589
H -0.90001 1.28855 -2.79744
H 2.02331 -1.17523 -1.78947
H 0.24100 0.35593 -2.45068
H 3.56222 3.31849 -0.39263
H 1.93042 -1.01180 1.93065
H 2.48010 -2.43780 -2.48886
H -1.47037 -2.50104 1.46764
H 3.06943 0.42708 -2.25956
H -0.80490 -0.23830 2.58783
H 0.89481 -2.10723 2.07019
H -1.49105 1.11071 2.55240


Record 7
234
Properties=species:S:1:pos:R:3 method="wB97M-V/def2-TZVPD" mol_weight_g_mol=1837.602 e_tot_ha=-6871.39507 max_force_ev_per_a=6.35 lumo_energy_ev=-0.68 homo_ev=-9.483
O -6.04798 6.07437 1.51010
O 2.40810 -1.11443 4.74336
O 3.16032 -4.21153 2.73164
O 1.54670 1.14738 8.40278
O -0.38149 0.11399 -3.85786
O -1.48241 0.71776 -0.14240
O 4.76755 7.44243 -3.42203
O 3.82650 -4.86315 0.77172
O -0.66807 2.55803 -1.15954
O -4.00004 -5.58053 -4.80194
O -1.70764 4.12015 3.44465
O -4.62751 -0.22861 1.46484
O 1.61241 -9.05597 -1.08801
O -2.69093 -4.39680 -3.45146
O 2.12644 -3.38458 0.95430
O -0.85479 8.10224 0.97859
O -7.38992 -6.65807 -1.76189
O 5.35396 4.25037 -5.39137
O -6.77832 -6.48678 0.45758
O -2.13704 6.67080 -0.17279
O -4.92868 -4.02344 -3.73312
O -5.86860 4.11574 0.29187
O 2.66655 7.16957 -3.93512
O -2.01073 -5.55663 2.55512
O 0.00949 2.96233 2.71521
O 2.70319 4.79043 -6.59230
O 3.49162 -8.92085 0.21402
O -6.15504 -1.52960 2.42389
O 2.31342 2.14304 10.30951
O 1.72472 -0.73209 -3.57994
O -6.53898 -0.53451 0.30476
O 5.76406 -0.13468 -0.49304
O -4.35322 4.49780 1.75067
O 1.49776 3.07916 -5.72641
O -2.18296 8.80227 -0.65955
O -6.52959 -1.53676 -5.87606
O 7.79626 -0.89196 -0.15471
O 2.91078 0.38134 3.07633
O 5.99430 3.47627 -3.44816
O 3.92216 3.97758 -3.63631
O 0.05951 -1.85382 -2.75158
O 1.71578 -7.46233 0.39698
O -1.83007 1.85170 3.30850
O -4.33432 -1.21948 -5.58797
O -1.36336 -3.31716 3.05516
O 4.26322 6.83644 -5.55619
O 0.69476 1.00169 -0.19544
O -0.27441 -5.01316 3.94065
O 4.57502 -0.37396 4.25323
O 3.38217 2.27978 8.28890
O 0.85631 5.08311 -5.29788
O -5.65541 -0.49443 -4.05540
O -5.42338 -5.66576 -1.13748
O 6.12969 -2.06028 0.62444
C -2.96632 8.92767 -2.86540
C 2.40080 -8.47745 -0.17791
C 0.32477 -3.83907 4.48999
C -0.83045 5.13308 3.07106
C -5.47356 5.00116 1.20355
C 3.03574 2.04448 6.95377
C 3.24047 -0.43675 4.10146
C 4.01994 7.58976 -2.16951
C -4.42288 -0.17839 -3.57892
C -3.16951 8.29135 -1.49584
C -4.20868 -0.61991 -2.11849
C 4.08084 3.44845 -2.34287
C 0.11607 -5.76551 -0.38197
C -1.10603 4.72664 -4.02086
C 0.49835 -0.19035 0.50229
C 0.32426 4.35547 -4.21093
C 7.23216 -2.70926 1.22710
C 1.45388 6.96247 -1.93808
C 4.06605 0.54645 2.22600
C 6.50648 -1.00643 -0.06910
C -5.61665 -1.06436 -5.23857
C 3.13399 2.24906 -2.16823
C -1.20476 2.92918 3.22237
C 4.66706 -5.50299 1.60200
C 5.59256 3.18740 -2.13071
C 2.43339 1.90854 9.15900
C -2.87070 6.79874 -1.38597
C -1.65471 7.84919 0.10444
C -5.13280 -1.39722 3.40717
C -5.98064 -4.58756 -4.44128
C 4.08805 2.03572 1.72427
C -6.62390 -6.25843 -0.88493
C -5.27490 -5.52475 -5.34133
C 5.22178 0.12139 3.10013
C -4.12155 -0.43477 2.75355
C -0.72431 -1.60003 4.46948
C 0.79778 4.66876 1.14675
C 0.44415 4.33540 2.57625
C 4.24558 -5.03575 2.99047
C -4.00127 -4.18105 0.07971
C 3.65841 -6.02740 3.94139
C -0.51700 1.51257 -0.51721
C -3.92927 3.29124 1.19928
C -5.64584 -5.91786 1.16310
C 2.32400 -1.81598 -3.01789
C 0.38946 -7.29368 -0.11639
C 9.55503 -1.61240 1.45535
C -5.08411 2.98136 0.18058
C 5.10959 3.87632 -4.25108
C 0.78712 1.26799 6.17917
C -3.80201 -4.68063 -3.93799
C -4.51695 -2.60811 4.07731
C -5.90547 -0.72133 1.32145
C -1.30968 -4.72646 3.12104
C -5.89968 -6.90059 -5.59490
C 2.55810 7.72255 -2.65889
C 0.51512 2.90939 -4.71224
C 8.42675 -2.03787 0.47970
C 0.38749 -0.72787 -3.45147
C 0.53110 -8.19770 -1.35312
C -4.69104 -5.55613 0.05402
C -0.22623 -2.73284 3.62548
C 3.97844 7.13087 -4.39543
C 1.22073 -2.65864 -2.62626
C -4.57627 2.83025 -1.24215
C -1.41529 -1.69034 0.19240
C -3.46457 -0.91841 -4.53019
C 1.72522 4.33963 -6.01109
C 2.96260 -4.15470 1.43227
C -0.98430 -0.35299 0.70015
C 3.32177 -1.42703 -1.93340
C 1.95034 0.98321 7.08807
H 2.70002 3.02266 6.60944
H 1.14481 -3.49649 -3.31933
H -1.62227 -1.90187 5.00861
H 0.90926 -1.00162 -0.09862
H -4.32021 0.90335 -3.66496
H 4.16372 6.85394 -1.37831
H -1.26227 -0.15453 1.73526
H 5.84309 2.17428 -1.81617
H -0.38524 2.52739 -5.19341
H 5.73259 -5.35223 1.42871
H 0.30008 2.24170 6.23198
H -4.02252 3.73270 -1.50106
H -6.66349 -5.15012 -3.80460
H -3.11512 -0.85324 2.74444
H 4.29009 8.50147 -1.63670
H 2.09774 2.57934 -2.09610
H -1.18289 5.81390 -4.01307
H -0.03543 0.59463 6.42020
H 1.34984 -2.99842 -1.59865
H 2.84535 -0.87218 -1.12515
H -4.93433 -0.07399 -1.51559
H -2.30817 -2.01119 0.72899
H -3.18146 -4.04982 -0.62654
H -3.88135 -3.21382 3.43137
H -4.01463 2.48537 1.92824
H -3.94782 2.00119 -1.56743
H -0.94347 -5.78614 -0.63701
H 4.09822 -0.12692 1.36947
H -3.26026 -0.34351 -1.65784
H -4.44548 -1.64457 -1.83197
H 6.05483 3.87840 -1.42579
H 2.33268 8.78096 -2.78951
H 3.80003 4.25120 -1.66107
H 2.31405 -0.04088 7.00407
H -3.03582 10.01543 -2.85808
H 9.94246 -2.44985 2.03557
H -5.66881 2.08298 0.37844
H -0.13376 4.59463 0.58564
H -6.42187 -3.90340 -5.16608
H -2.30017 6.47473 -2.25638
H -5.42048 -0.72286 4.21375
H -3.98336 -2.25919 4.96142
H 4.56199 2.67638 2.46793
H -1.00387 -0.74756 3.85042
H 0.42237 -2.49838 2.78141
H -5.41778 2.84448 -1.93481
H 4.50050 -6.32048 4.56835
H -3.89729 8.62272 -3.34330
H -1.34611 5.70228 2.29762
H 0.79619 2.24081 -3.89854
H -3.02918 -1.81763 -4.09438
H 10.38554 -1.18959 0.89003
H 4.77870 2.13206 0.88653
H 3.82815 -2.29906 -1.51961
H 7.24995 -2.54358 2.30428
H -3.93311 -6.33719 0.11395
H 5.14058 -4.64918 3.47795
H 1.03016 5.72737 1.03077
H 0.94036 1.09505 5.11394
H 8.80496 -2.83273 -0.16315
H 7.15657 -3.78150 1.04631
H -1.55170 4.28012 -3.13199
H -3.81971 6.27384 -1.27662
H 0.10781 -3.72384 5.55195
H 0.08531 -5.24876 0.57726
H -3.97463 0.49573 3.30190
H 0.98274 -0.26644 1.47577
H 2.89567 -5.66093 4.62843
H -0.31584 -7.71733 0.59857
H -6.93584 -6.77204 -5.90788
H 3.07488 2.37617 1.51057
H -5.16637 -6.59646 1.86858
H -0.55399 5.83606 3.85688
H -4.67525 -3.34719 -0.11659
H -2.90034 3.30700 0.83988
H 0.68070 6.71149 -2.66424
H 5.75104 1.01719 3.42502
H 3.35314 1.62988 -1.29836
H -1.67095 -1.72722 -0.86656
H -5.21939 -4.92954 -6.25279
H 3.19962 -6.87397 3.43057
H -3.62198 -4.04486 1.09248
H -2.72316 -0.21681 -4.91253
H 4.09957 -0.82179 -2.39903
H -0.67447 -2.42403 0.51019
H 1.40695 -3.84632 4.35985
H 1.12273 7.48822 -1.04252
H 1.23224 4.60441 3.27956
H -5.39557 -3.17413 4.38672
H 3.78402 1.56428 6.32323
H 5.91325 -0.56273 2.60826
H -5.86351 -4.97162 1.65843
H 0.50518 -7.70532 -2.32522
H 3.11478 1.56860 -3.01952
H 4.47200 -6.56683 1.46671
H -4.17306 8.45158 -1.10174
H -0.33736 -8.85544 -1.38853
H 1.53663 3.96978 0.75481
H -5.21089 -7.38972 -6.28368
H -0.03982 -1.29623 5.26149
H -2.01883 8.61255 -3.30250
H 0.73258 -5.26584 -1.12918
H 9.18397 -0.92101 2.21192
H -1.61972 4.31004 -4.88727
H 0.87521 4.47827 -3.27847
H 2.87290 -2.35613 -3.78927
H -5.86218 -7.57493 -4.73935
H 1.91359 6.02320 -1.63061